Formula: C48H114AsBF10N6O3Tl
Source: the Open Molecules 2025 dataset
Level of theory: ωB97M-V with the def2-TZVPD basis set

Its net charge is +7. The total energy is -160015.181 eV. The calculation puts the maximum force at 3.086 eV/A. The HOMO-LUMO gap comes out at 0.83 eV.

```
184
Properties=species:S:1:pos:R:3:forces:R:3
Tl 4.856432 -6.099820 -3.210146 0.069 0.059 -0.056
As 1.026932 -2.043040 -0.207686 0.395 0.044 -1.370
F 2.809502 -2.157150 -0.460396 -1.031 0.468 0.738
F 0.963942 -1.955770 -1.981706 -0.080 -0.167 0.511
F -0.745488 -2.024010 -0.241266 1.291 -0.151 0.439
F 1.103262 -2.022980 1.544654 0.030 -0.322 -1.132
F 1.092982 -0.258150 -0.212246 0.004 -1.403 0.246
F 1.096392 -3.838390 -0.328516 -0.527 1.469 0.514
C 1.841892 -7.495820 6.761374 -0.099 -0.299 0.748
C 0.970932 -6.272510 7.144284 0.341 0.056 -2.874
N -0.542708 -6.364320 6.582294 0.722 1.588 1.151
C -0.715318 -6.553100 5.054664 0.953 -0.848 1.224
C -1.138988 -7.543420 7.331864 -1.467 1.346 0.707
C -1.209908 -7.366750 8.904474 1.220 -0.678 -0.069
C -1.188928 -4.977710 6.946204 0.130 -0.839 -1.030
C -2.680578 -4.785140 6.491214 1.169 0.824 0.666
O -2.736318 -4.503350 5.101624 -1.135 -0.091 0.387
C -3.844238 -3.647240 4.664904 0.651 -0.880 -0.958
H 2.043872 -7.532630 5.690884 -0.330 -0.086 0.030
H 1.534232 -8.468470 7.145284 -0.627 0.020 -0.259
H 2.834742 -7.489290 7.211154 0.049 0.882 0.184
H 1.392582 -5.495530 6.506624 -0.095 0.401 0.208
H 1.011872 -5.885370 8.162394 -0.548 -0.617 0.009
H -0.028318 -7.367000 4.822934 -0.227 -0.007 -0.326
H -0.475308 -5.674780 4.455454 0.124 0.112 0.553
H -1.746548 -6.844100 4.854694 0.133 0.022 0.207
H -0.577118 -8.389860 6.936984 -0.390 -0.185 0.514
H -2.161878 -7.509180 6.956864 -0.073 -0.790 0.016
H -0.276818 -7.629560 9.402854 0.527 0.281 -0.408
H -1.828638 -8.073340 9.457654 -0.693 -0.183 -0.893
H -1.477588 -6.392650 9.313834 -0.169 0.114 -0.596
H -0.607598 -4.256540 6.371704 0.140 -0.035 0.094
H -0.948968 -4.851780 8.001974 -0.705 0.211 -0.088
H -3.085178 -3.884930 6.953824 0.196 -0.027 0.704
H -3.271818 -5.611580 6.885594 -0.446 -0.296 -0.603
H -3.865148 -3.862500 3.596574 0.064 0.451 -0.030
H -3.644458 -2.590150 4.840294 0.329 0.005 0.138
H -4.858158 -3.859860 5.003804 0.268 -0.522 0.765
C 6.408752 4.990310 -0.277486 -0.467 -0.247 -0.780
C 7.929632 5.047990 -0.403296 -0.770 -0.505 1.802
N 8.557752 4.157360 -1.423286 1.712 -1.493 -1.572
C 10.102302 4.145820 -0.999976 -0.680 0.888 -1.315
C 8.056192 2.690410 -1.543046 0.334 0.897 1.786
C 8.179642 1.989940 -0.208486 -0.187 -1.064 1.297
C 8.331192 4.773120 -2.853846 1.372 1.611 1.828
C 8.859082 4.153880 -4.154646 -1.775 -0.563 2.077
O 10.226812 3.967620 -4.109986 -0.193 -0.622 -0.519
C 10.704512 2.970770 -4.973206 2.021 0.058 -0.290
H 5.941972 5.749430 -0.905146 -0.236 -0.234 -0.021
H 5.968052 5.058740 0.717094 0.810 0.685 0.295
H 6.030832 3.994740 -0.510096 0.033 0.008 -0.637
H 8.307402 4.697080 0.557044 0.283 -0.053 -0.098
H 8.324042 6.058550 -0.509646 -0.058 -0.096 -0.361
H 10.295052 3.840940 0.028614 -0.591 -0.148 -0.244
H 10.419562 5.182200 -1.115526 -0.094 0.059 0.161
H 10.718552 3.595670 -1.711086 -0.456 -0.347 0.061
H 8.677532 2.236770 -2.315206 -0.138 0.049 0.104
H 6.996772 2.698930 -1.799306 0.226 0.168 -0.488
H 7.378442 2.156270 0.511594 -0.508 0.506 -0.446
H 9.038432 2.163040 0.440064 0.482 0.221 -0.704
H 8.140272 0.904800 -0.303526 0.127 -0.033 -0.466
H 8.875662 5.708850 -2.727226 -0.225 0.348 -0.194
H 7.266962 5.008720 -2.857486 0.051 -0.251 -0.461
H 8.502462 4.862500 -4.902166 0.347 0.241 -0.580
H 8.270252 3.246930 -4.291816 0.427 -0.525 -0.681
H 11.792062 2.936680 -4.908676 -0.021 0.342 0.351
H 10.521992 3.161370 -6.030776 -0.697 0.261 -0.329
H 10.401962 1.942280 -4.776286 -0.858 -0.177 0.354
C -0.903188 11.772440 -4.997226 0.109 0.651 -0.932
C -1.141578 10.703590 -4.001246 0.482 -1.113 -0.708
N -2.389398 9.814550 -4.356766 0.111 -0.185 -0.330
C -2.235308 9.135140 -5.743626 0.299 -1.372 1.013
C -2.480418 8.737730 -3.241876 -0.767 0.853 0.804
C -1.295628 7.785890 -3.070556 0.169 -0.020 -0.904
C -3.668228 10.651580 -4.637716 0.348 0.342 0.784
C -4.352438 11.265580 -3.419236 0.787 -1.450 -0.902
O -3.424118 11.872950 -2.620246 -0.110 1.944 1.967
C -4.037058 12.462450 -1.435856 0.377 -0.139 0.401
H 0.150052 12.036390 -5.092626 0.076 0.069 0.633
H -1.462448 12.689910 -4.813936 -0.078 -0.094 -0.279
H -1.061668 11.341850 -5.985956 -0.441 0.424 -0.214
H -1.134888 11.055550 -2.969656 -0.602 -0.329 -0.118
H -0.316868 10.007060 -4.152306 -0.109 -0.188 0.395
H -2.894278 8.268690 -5.799666 -0.824 0.397 0.374
H -1.309508 8.562490 -5.798716 0.611 1.017 -0.147
H -2.478248 9.776910 -6.590516 0.484 0.139 0.376
H -3.486528 8.327430 -3.328466 0.284 -0.747 -0.485
H -2.560068 9.233250 -2.274296 0.068 0.771 -0.221
H -1.358078 7.127490 -2.204116 -0.807 0.014 -0.093
H -0.365328 8.309560 -2.850586 -0.086 0.276 -0.355
H -1.163938 7.173990 -3.962926 0.197 -0.139 0.130
H -4.430308 10.021730 -5.096656 0.347 -0.159 -0.234
H -3.295358 11.394340 -5.342966 -0.345 0.034 0.033
H -4.721708 10.392070 -2.881916 -0.786 -0.088 0.441
H -5.181178 11.909560 -3.713496 -0.187 0.079 -0.036
H -3.324168 12.871970 -0.720206 0.616 -0.477 -0.490
H -4.637708 11.704980 -0.932306 -0.094 -0.236 -0.019
H -4.700918 13.313830 -1.585986 -0.252 0.040 -0.975
C 2.583232 2.907110 6.130964 0.265 0.777 0.512
C 1.095492 2.927360 5.779394 -0.319 -1.666 -0.262
C 0.322972 4.036660 6.435324 0.177 1.430 0.572
N -1.213358 4.035780 6.417104 0.710 0.085 -0.042
C -1.627408 4.000450 4.974824 -0.240 -0.553 0.057
C -1.765238 5.297390 7.128564 0.901 0.368 -0.094
C -1.522148 5.040020 8.608034 -1.235 1.954 0.145
C -1.568388 3.574250 8.811794 1.002 -1.792 -0.596
C -1.689968 2.907490 7.350124 -0.238 1.765 1.338
H 3.071102 1.946310 5.966824 -0.291 0.036 -0.302
H 2.740212 3.128800 7.186574 -0.135 -0.067 0.167
H 3.145372 3.685040 5.614324 -0.035 -0.069 -0.217
H 0.699822 1.969560 6.117284 -0.143 -0.156 0.136
H 0.976262 2.870970 4.697404 -0.068 0.387 -0.089
H 0.622032 4.982340 5.983264 -0.135 0.169 0.034
H 0.602512 4.103130 7.486774 -0.026 -0.066 -0.005
H -1.365208 3.042480 4.525764 -0.229 -0.143 0.316
H -1.064258 4.725490 4.387224 -0.080 0.327 0.437
H -2.697538 4.188060 4.886854 0.108 -0.074 0.064
H -2.805948 5.490270 6.868114 -0.123 -0.816 -0.044
H -1.263338 6.199200 6.777934 0.400 -0.264 -0.221
H -2.318988 5.504460 9.188924 -0.188 0.147 -0.200
H -0.648148 5.552450 9.010084 0.324 -0.355 -0.382
H -2.352638 3.247330 9.494564 -0.117 -0.082 -0.393
H -0.628868 3.327960 9.306514 -0.031 -0.673 -0.172
H -2.759218 2.823340 7.155894 0.190 -0.657 -0.251
H -1.066638 2.018970 7.249764 -0.476 0.087 -0.314
C -4.422948 -8.440870 -0.495856 -0.743 -0.682 0.375
C -3.631238 -9.762350 -0.294056 0.533 -0.752 -1.161
C -4.419478 -10.782340 0.554024 -0.495 -0.166 -0.080
N -3.952048 -12.227130 0.878614 1.117 -1.629 0.203
C -5.112328 -13.066630 1.357264 -0.895 1.637 -0.246
C -2.907548 -12.330030 1.957084 1.678 1.045 0.236
C -2.025258 -13.610090 1.774614 -0.843 1.700 0.277
C -2.264588 -13.981660 0.338934 -0.952 -0.540 -1.079
C -3.272448 -13.005800 -0.283426 0.225 0.808 0.287
H -4.565338 -7.973860 0.478684 0.238 0.381 -0.098
H -5.435868 -8.584390 -0.871996 -0.165 -0.623 0.141
H -4.061718 -7.740440 -1.248866 0.842 -0.169 0.378
H -2.600578 -9.542120 -0.015966 -0.084 -0.043 0.649
H -3.509198 -10.291850 -1.238946 -0.008 0.405 -0.440
H -5.287998 -10.986520 -0.072136 -0.369 0.206 0.432
H -4.698658 -10.307350 1.494524 -0.236 -0.431 0.145
H -4.907028 -14.114890 1.574274 0.521 0.262 -0.191
H -5.871458 -12.958700 0.582554 -0.126 -0.398 0.152
H -5.454998 -12.538590 2.247124 -0.261 -0.397 0.085
H -3.231508 -12.118460 2.976104 -0.890 -0.493 -0.179
H -2.232748 -11.487430 1.806174 0.038 0.153 -0.460
H -2.346708 -14.413710 2.437164 0.504 0.180 0.117
H -1.024888 -13.211390 1.943124 0.103 -0.818 0.338
H -2.748938 -14.958120 0.332534 0.334 -0.133 -0.230
H -1.429588 -14.005980 -0.361266 0.279 -0.208 0.488
H -3.974428 -13.599270 -0.869176 -0.376 0.711 -0.019
H -2.778918 -12.231920 -0.871346 -0.092 -0.257 -0.170
C -4.114178 1.170570 -3.793936 0.882 0.612 1.469
C -4.342538 0.530350 -5.117616 -0.194 -0.761 -0.725
C -3.338928 1.070200 -6.135236 -0.340 -0.195 -1.370
N -3.390378 0.335030 -7.468016 -0.444 -1.051 -1.711
C -4.818008 0.382520 -8.088586 0.240 -0.612 0.845
C -2.415238 0.875610 -8.567836 -0.520 1.492 2.524
C -2.052748 -0.229120 -9.487316 -0.563 -0.132 -1.189
C -2.581988 -1.494420 -8.832926 0.175 -1.327 0.069
C -2.863308 -1.127160 -7.406646 -0.824 0.814 0.409
H -4.748368 0.951940 -2.934806 -0.552 -0.528 -0.559
H -4.123268 2.260080 -3.825256 0.110 0.110 -0.319
H -3.132968 0.855940 -3.438486 0.265 0.241 0.032
H -5.376908 0.623930 -5.448416 0.061 0.329 -0.187
H -4.173698 -0.544850 -5.058196 -0.007 -0.124 0.260
H -2.296048 0.972770 -5.833556 -0.104 0.093 0.366
H -3.554398 2.100130 -6.419696 0.109 0.167 0.302
H -4.826138 0.157810 -9.155146 0.428 -0.110 0.171
H -5.318908 1.340340 -7.947926 0.598 0.231 0.138
H -5.434228 -0.346690 -7.562646 0.121 -0.101 -0.123
H -2.961248 1.708300 -9.011216 0.470 0.109 -0.052
H -1.576308 1.202920 -7.953696 0.123 0.401 -0.320
H -2.532568 0.019570 -10.433906 0.121 -0.581 -0.205
H -0.981968 -0.298120 -9.679066 -0.100 0.183 0.147
H -3.439208 -1.996240 -9.281766 0.026 0.403 -0.348
H -1.788538 -2.240700 -8.792756 -0.124 -0.160 -0.219
H -3.603108 -1.740960 -6.892796 0.193 -0.013 -0.052
H -1.905048 -1.135970 -6.887276 -0.248 0.413 0.485
B 7.629802 -2.548810 -5.788636 -0.738 -1.151 0.321
F 6.966422 -3.521640 -6.494196 -0.604 -1.045 -0.855
F 8.554392 -3.183540 -5.022466 2.408 -0.762 0.172
F 7.950042 -1.517330 -6.551756 1.178 1.579 -1.023
F 6.769062 -2.128130 -4.816756 -2.300 1.412 1.497
```
Positions in Å, forces in eV/Å.